Computed, not measured: F6N3NaO12S6 as an isolated structure at a distorted geometry, with ωB97M-V/def2-TZVPD.

Values from the calculation:
HOMO energy ... -4.97 eV

Geometry as ORCA input:
```
! wB97M-V def2-TZVPD RIJCOSX def2/J DEFGRID3
* xyz -2 1
Na -0.224 0.157 -0.191
N 1.220 1.841 -1.241
S 0.207 3.034 -1.444
O 0.343 3.835 -2.616
O -0.138 3.735 -0.247
F -1.099 2.148 -1.727
S 2.533 2.666 -0.630
O 2.839 2.158 0.650
O 2.673 4.054 -0.861
F 3.602 2.021 -1.595
N -2.265 -0.349 0.759
S -2.436 -1.325 2.066
O -2.440 -2.687 1.694
O -3.288 -0.862 3.097
F -0.997 -1.061 2.648
S -3.688 0.379 0.566
O -3.972 1.360 1.559
O -4.733 -0.483 0.119
F -3.322 1.268 -0.698
N 1.460 -1.559 -0.716
S 1.468 -3.181 -1.179
O 0.244 -3.859 -0.967
O 2.690 -3.867 -0.999
F 1.429 -2.834 -2.733
S 1.903 -1.795 0.799
O 3.297 -1.981 1.007
O 0.992 -2.539 1.589
F 1.702 -0.275 1.290
*
```

Computed, not measured: one molecule with the formula C5H7N at a distorted geometry, with ωB97M-V/def2-TZVPD.

Values from the calculation:
SMILES ... C1[C@@H]2[C@H]1[C@@H]1N[C@H]21
HOMO energy ... -8.00 eV

Geometry as ORCA input:
```
! wB97M-V def2-TZVPD RIJCOSX def2/J DEFGRID3
* xyz 0 1
C -0.904 -1.238 -0.109
C -0.876 0.286 -0.571
C 0.257 -0.660 -0.827
C 1.099 0.168 0.157
N 0.174 0.553 1.252
C 0.286 1.393 0.095
H -1.561 -1.831 -0.759
H -0.817 -1.654 0.899
H -1.723 0.660 -1.106
H 0.590 -0.913 -1.826
H 2.134 0.029 0.439
H 0.539 0.810 2.135
H 0.799 2.395 0.212
*
```

Computed, not measured: one molecule with the formula C3H4N2S at a distorted geometry, with ωB97M-V/def2-TZVPD.

Values from the calculation:
HOMO energy ... -9.26 eV

Geometry as ORCA input:
```
! wB97M-V def2-TZVPD RIJCOSX def2/J DEFGRID3
* xyz 0 1
C -0.859 -0.055 1.343
C 0.663 -1.508 2.646
C 0.355 0.642 -0.650
N -0.563 -0.862 2.405
N 0.209 0.019 0.625
S 1.519 -1.073 1.245
H 1.243 0.217 -1.156
H -0.546 0.515 -1.313
H 0.587 1.793 -0.758
H -1.252 -0.937 3.258
*
```

Computed, not measured: C28H44EuN6OS2 as an isolated structure at a distorted geometry, with ωB97M-V/def2-TZVPD.

Values from the calculation:
HOMO energy (spin up / spin down) ... -13.26 / -16.85 eV

Geometry as ORCA input:
```
! wB97M-V def2-TZVPD RIJCOSX def2/J DEFGRID3
* xyz 3 7
Eu -0.103 -0.679 0.602
C -2.324 -3.434 -1.000
C -1.008 -3.287 -1.741
N 0.094 -2.668 -0.950
C 0.883 -3.679 -0.201
C 2.186 -3.082 0.297
N 2.023 -1.959 1.268
C 2.345 -2.381 2.661
C 1.268 -3.223 3.325
C 0.109 -2.422 3.886
N -0.814 -1.831 2.870
C -1.855 -2.813 2.484
C -2.993 -2.116 1.772
N -2.549 -1.423 0.533
C -3.027 -2.119 -0.698
H -2.218 -4.047 -0.102
H -2.984 -4.014 -1.649
H -1.167 -2.657 -2.618
H -0.672 -4.260 -2.111
H 0.746 -2.274 -1.627
H 1.126 -4.522 -0.857
H 0.273 -4.076 0.611
H 2.747 -2.702 -0.560
H 2.791 -3.877 0.739
H 2.739 -1.282 1.014
H 2.518 -1.475 3.248
H 3.291 -2.928 2.644
H 1.731 -3.732 4.173
H 0.931 -4.030 2.672
H 0.512 -1.605 4.485
H -0.479 -3.044 4.566
H -1.311 -1.084 3.354
H -2.251 -3.319 3.371
H -1.400 -3.582 1.858
H -3.429 -1.370 2.443
H -3.789 -2.829 1.548
H -3.020 -0.521 0.517
H -2.897 -1.427 -1.535
H -4.102 -2.288 -0.596
C 0.193 1.110 4.189
C -0.848 1.613 3.248
N -0.884 1.323 1.960
C -1.873 2.057 1.322
C -2.627 2.826 2.151
S -2.050 2.705 3.750
C -1.937 2.043 -0.145
C -2.458 3.029 -0.922
S -2.249 2.649 -2.568
C -1.470 1.199 -2.152
N -1.362 0.998 -0.851
C -1.026 0.236 -3.200
H 0.860 0.415 3.676
H -0.239 0.619 5.061
H 0.799 1.940 4.553
H -3.456 3.466 1.900
H -2.916 3.953 -0.611
H -0.598 0.755 -4.057
H -1.870 -0.354 -3.564
H -0.277 -0.444 -2.796
C 1.322 6.201 -2.777
C 1.518 4.742 -2.534
C 1.754 3.863 -3.583
C 1.979 2.512 -3.369
C 2.290 1.670 -4.580
C 1.914 2.014 -2.037
C 2.001 0.607 -1.876
O 1.605 -0.082 -0.899
C 1.733 2.918 -0.943
C 1.965 2.528 0.490
C 1.525 4.246 -1.220
H 1.115 6.415 -3.823
H 2.228 6.742 -2.495
H 0.511 6.597 -2.164
H 1.779 4.244 -4.596
H 1.895 0.657 -4.553
H 1.890 2.151 -5.471
H 3.371 1.601 -4.714
H 2.427 0.039 -2.710
H 1.399 1.657 0.822
H 1.714 3.355 1.153
H 3.021 2.294 0.642
H 1.415 4.948 -0.402
*
```

E per entry: -4217.96435, -249.25141, -624.29192, -3002.88596 Ha
Energy above the lowest of the compared OMol25 structures with the same formula, charge and spin per entry: 17.1, 582.4, 351.5, 479.2 kJ/mol